[1]
ORCA calculation (wB97M-V/def2-TZVPD) on a molecular structure, C15H41AlN2P in a non-equilibrium geometry.

```
60
Properties=species:S:1:pos:R:3:nbo_charge:R:1
C -0.60 0.72 0.71 -0.2094
H 3.39 5.51 5.08 0.1987
H 0.85 -1.22 -0.61 0.1905
H 0.28 0.16 1.07 0.1525
H 2.49 4.47 0.64 0.1923
H -4.93 -7.90 -3.41 0.1798
C -5.00 -7.05 -4.10 -0.6208
C 0.02 -1.66 -1.17 -0.6401
H 5.14 3.71 4.05 0.2049
C 3.99 2.98 0.96 -0.6377
H -2.29 -5.57 -1.83 0.1989
H 3.68 2.53 0.02 0.2171
H -5.40 -6.22 -3.51 0.2137
C -2.23 -1.03 1.09 -0.2074
H 1.72 4.96 5.16 0.2122
H -2.81 -7.44 -4.22 0.1962
H 4.10 5.02 0.28 0.1904
H -1.14 -2.93 1.12 0.2093
P -3.04 -4.97 -4.11 0.0718
H 3.57 2.39 1.77 0.2059
C -1.36 -2.09 1.78 -0.6357
H -0.41 -1.68 2.14 0.1968
H -4.02 -5.22 -1.78 0.1942
H -1.04 1.21 1.58 0.1884
H 1.65 4.46 2.79 0.1990
C -3.06 -4.90 -2.22 -0.9039
H -5.89 -4.56 -5.70 -0.3960
H -2.08 -1.35 -1.51 0.2163
N -1.60 -0.15 0.12 -0.4496
C -1.23 -0.78 -1.14 -0.2231
H -1.89 -2.49 2.65 0.2052
H -2.88 -3.86 -1.92 0.2172
C -3.54 -6.74 -4.63 -0.6643
H -5.64 -7.29 -4.94 0.2070
H -3.07 -1.53 0.61 0.2044
C 2.46 5.42 4.51 -0.6150
H 5.08 2.91 1.00 0.1978
H 2.94 3.55 3.57 0.1575
H 2.12 6.42 4.25 0.2094
H 4.76 6.27 3.53 0.1895
C 2.64 4.56 3.26 -0.2138
H -3.54 -6.69 -5.72 0.2182
H -0.18 -2.65 -0.77 0.2080
C 3.52 4.44 1.00 -0.2076
C 4.87 5.48 2.78 -0.2157
Al -4.79 -3.61 -4.99 0.6722
H 0.59 2.46 0.29 0.1996
C 5.72 4.36 3.40 -0.6391
H 0.36 -1.79 -2.20 0.2199
H -0.94 2.42 -0.58 0.2112
H -2.67 -0.40 1.87 0.1795
N 3.55 5.13 2.29 -0.4516
C -0.11 1.81 -0.23 -0.6142
H -1.10 0.02 -1.89 0.1909
H -4.13 -2.60 -6.03 -0.3865
H -5.45 -2.88 -3.71 -0.3960
H 5.44 5.95 1.98 0.1947
H 6.52 4.80 4.01 0.2075
H 0.41 1.40 -1.10 0.2053
H 6.20 3.75 2.64 0.2038
```

Summary:
**Total charge**: -1
**E_LUMO**: 0.0774 hartree
**DFT total energy**: -1289.3744 Eh
**Maximum force**: 0.04462 Eh/bohr
**Frontier orbital gap**: 0.1927 Eh



[2]
ORCA calculation (wB97M-V/def2-TZVPD) on a molecular structure, C15H41InNO9P2 in a non-equilibrium geometry.

```
69
Properties=species:S:1:pos:R:3:mulliken_charge:R:1
P -5.38 -1.50 3.15 1.0606
H 8.08 2.73 -2.27 0.1605
H 0.30 -3.26 -4.06 0.1474
H -3.72 -1.30 -5.55 0.3044
C 7.43 5.19 -1.03 -1.0730
O -3.49 -0.71 -4.82 -0.5096
H -0.74 0.30 -2.21 0.1259
In 0.52 -0.71 -4.49 0.7193
H 1.87 0.48 -4.22 -0.4114
P 5.56 2.14 -0.68 1.0413
C -6.19 -2.02 6.12 -1.1686
O 6.51 1.45 -1.91 -0.3432
H -6.69 -3.98 5.42 0.3250
O -4.84 -0.15 2.71 -0.7342
C 5.99 4.80 -0.75 -0.2478
H -6.05 -2.34 7.16 0.3654
H -5.34 -1.73 -0.87 0.2132
C 3.16 0.96 -0.74 -0.2852
H 2.38 2.94 -0.32 0.3256
H -4.32 -1.59 -3.04 0.0228
H 7.65 6.17 -0.59 0.4051
H -5.49 -1.21 5.92 0.3536
C 7.90 1.70 -1.96 -0.0868
O 4.28 1.48 -1.46 -0.3191
H 2.82 0.06 -1.26 0.3110
H -1.40 -2.21 5.22 0.4068
H -2.74 -0.81 3.63 0.2988
H 3.45 0.65 0.27 0.3449
C -5.46 -0.81 -0.30 -0.8813
H 8.12 4.46 -0.60 0.2078
H -4.98 -3.62 5.29 0.1685
C -3.39 -1.58 -3.68 -0.1721
H 0.08 -0.82 -6.22 -0.3914
C -2.74 -1.89 3.56 -0.2396
H -1.80 0.79 -3.59 0.3312
H -3.11 -2.15 5.67 0.2108
C -2.41 -2.50 4.91 -1.0848
H -2.46 -3.59 4.88 0.2657
H -5.74 -0.01 -0.99 0.4376
O -6.19 -2.84 3.82 -0.3580
N 1.10 -2.68 -3.78 -0.7237
H -2.56 -1.07 -1.69 -0.1402
H -3.25 -2.63 -4.08 0.2549
O 4.85 2.57 0.61 -0.7615
H 8.31 1.06 -2.74 0.3264
H -7.43 -1.34 0.33 0.3607
C -1.24 -0.08 -3.16 -0.9260
C -5.98 -3.18 5.18 -0.0872
O 5.64 3.62 -1.45 -0.3545
O -6.08 -1.95 1.73 -0.3462
C -6.50 -0.98 0.78 -0.4877
H 8.22 2.02 0.17 0.3502
O -3.98 -2.40 3.07 -0.3641
H 7.62 5.24 -2.11 0.2651
H 1.13 -2.66 -2.76 0.1363
H -4.47 -0.58 0.11 0.2386
H 9.67 1.57 -0.74 0.3643
H -1.54 -2.24 -2.63 0.3075
C 2.04 1.98 -0.71 -0.9946
H 1.68 2.17 -1.73 0.2012
C 8.60 1.39 -0.65 -1.1703
H 1.21 1.63 -0.10 0.3420
H -6.73 -0.03 1.27 0.3515
H 5.32 5.59 -1.10 0.3265
H 5.84 4.71 0.33 0.2987
H -7.20 -1.62 6.02 0.3362
H -1.97 -2.18 2.84 0.3471
H 8.44 0.35 -0.36 0.3396
C -2.15 -1.29 -2.72 -0.0382
```

Summary:
**Total charge**: -1
**E_LUMO**: 0.0263 hartree
**DFT total energy**: -2200.8198 Eh
**Maximum force**: 0.16768 Eh/bohr
**Frontier orbital gap**: 0.1634 Eh



[3]
ORCA calculation (wB97M-V/def2-TZVPD) on a molecular structure, C15H41MnNO19S5 in a non-equilibrium geometry.

```
82
Properties=species:S:1:pos:R:3:lowdin_spin:R:1
H 24.87 -8.02 -14.84 0.0000
H 24.39 -4.13 -17.12 0.0000
O 21.03 -10.45 -19.64 0.0001
C 24.59 -8.24 -15.87 0.0006
C 25.91 -5.29 -16.20 0.0000
H 15.85 -4.24 -14.43 0.0000
H 15.66 -10.92 -11.90 0.0000
H 18.84 -10.73 -16.07 0.0000
H 26.99 -5.13 -16.17 0.0000
H 16.40 -11.46 -16.12 0.0000
H 25.93 -3.54 -17.57 0.0000
C 22.70 -6.67 -12.52 0.0011
H 21.73 -6.90 -12.09 0.0000
O 23.02 -11.89 -14.27 0.0429
O 21.81 -9.21 -14.68 0.1255
H 22.00 -9.03 -15.62 0.0100
S 26.07 -7.84 -16.88 0.0001
C 20.66 -6.16 -15.81 0.0007
H 15.96 -11.47 -10.23 0.0000
H 20.48 -6.42 -14.77 0.0002
C 21.50 -11.46 -17.18 0.0001
C 18.30 -8.88 -13.67 0.0009
C 17.82 -5.17 -14.32 0.0000
H 24.47 -9.32 -15.91 0.0000
H 17.62 -12.64 -16.64 0.0000
H 23.68 -7.72 -16.17 0.0003
O 20.68 -8.86 -17.76 0.0007
H 21.12 -11.44 -16.16 0.0005
H 28.05 -5.98 -11.64 0.0000
H 18.01 -9.92 -13.80 0.0003
O 18.06 -9.96 -11.23 0.0021
S 19.05 -8.79 -11.99 0.0084
O 19.20 -5.25 -17.90 0.0000
C 16.31 -5.22 -14.36 0.0000
O 20.44 -9.29 -12.06 0.0364
Mn 21.84 -10.46 -13.20 4.6937
O 25.94 -8.62 -18.11 0.0000
S 23.78 -8.04 -11.74 0.0089
O 24.15 -13.41 -15.26 0.0055
H 14.78 -10.35 -10.54 0.0000
H 22.63 -6.68 -13.61 0.0001
O 25.20 -7.69 -12.52 0.0025
H 23.12 -5.72 -12.19 0.0001
O 18.25 -7.09 -16.48 0.0000
H 26.01 -6.74 -10.80 0.0001
H 16.40 -8.72 -11.39 0.0000
C 25.37 -3.92 -16.71 0.0000
H 25.46 -5.52 -15.23 0.0000
O 19.02 -10.81 -18.18 0.0000
H 18.22 -4.43 -13.62 0.0000
O 27.27 -7.86 -16.05 0.0001
H 25.34 -3.28 -15.83 0.0000
H 17.43 -8.22 -13.63 0.0000
O 18.80 -7.45 -11.43 0.0034
O 18.39 -4.74 -15.55 0.0000
H 21.13 -6.97 -16.37 0.0004
O 23.90 -7.78 -10.32 0.0036
H 18.26 -6.12 -14.01 0.0000
C 16.84 -9.46 -10.72 0.0002
S 19.01 -5.87 -16.57 0.0000
H 19.09 -8.46 -14.29 -0.0001
H 27.63 -6.47 -13.29 0.0000
C 27.48 -6.70 -12.23 0.0001
C 18.22 -10.60 -16.96 0.0000
H 21.27 -5.26 -15.91 0.0000
H 21.64 -12.41 -17.71 0.0000
H 25.60 -5.69 -12.22 0.0000
H 16.03 -5.92 -15.15 0.0000
O 23.31 -9.31 -12.26 0.0391
H 27.76 -7.70 -11.92 0.0000
C 25.99 -6.65 -11.88 0.0004
N 23.39 -13.07 -14.41 0.0051
H 17.75 -9.62 -16.95 0.0000
H 22.50 -11.04 -17.08 0.0001
O 25.74 -6.26 -17.23 0.0000
O 22.94 -13.84 -13.62 0.0052
H 16.65 -11.97 -17.81 0.0000
C 17.15 -11.69 -16.88 0.0000
H 16.93 -9.05 -9.71 0.0000
C 15.79 -10.60 -10.87 0.0002
H 15.90 -5.52 -13.40 0.0000
S 20.56 -10.22 -18.28 0.0001
```

Summary:
**ΔE to the lowest compared entry with this formula, charge and spin**: 323.9 kJ/mol
**E_LUMO (spin up / spin down)**: -0.0211 / -0.0300 hartree
**DFT total energy**: -5222.1222 Eh
**Spin multiplicity**: 6
**Maximum force**: 0.09000 Eh/bohr
**Frontier orbital gap (spin up / spin down)**: 0.3060 / 0.2980 Eh



> Which formula does entry 2 have?

C15H41InNO9P2



> Look up the maximum force of the second one.

0.16768 Eh/bohr